1.
The following is a DFT calculation (ωB97M-V/def2-TZVPD) of C11H34N2P2STl as an isolated structure at a distorted geometry.

The geometry in XYZ format:
```
51
Properties=species:S:1:pos:R:3
Tl -0.02719 -0.00135 -1.65442
H -3.35106 -0.44020 -1.89070
H -3.35321 0.31146 -1.88568
P 0.13286 -2.37232 -1.78429
P 0.13637 2.37588 -1.73264
C 0.35370 3.29772 -0.16955
H 0.53375 4.37144 -0.37008
H -0.54900 3.18945 0.45254
H 1.20521 2.88599 0.39410
C 1.54487 2.92902 -2.75583
H 1.44143 2.51373 -3.77053
H 1.57264 4.03252 -2.80459
H 2.48833 2.55710 -2.32647
C -1.30427 3.17334 -2.50963
H -2.19467 3.04665 -1.87179
H -1.11683 4.25326 -2.65417
H -1.50755 2.70833 -3.48828
C 1.64094 -2.90350 -2.67137
H 1.65520 -4.00323 -2.77651
H 1.66037 -2.43240 -3.66669
H 2.53542 -2.57643 -2.11844
C 0.16977 -3.35873 -0.24776
H -0.78626 -3.24598 0.28801
H 0.33853 -4.42970 -0.47270
H 0.97261 -2.99546 0.41237
C -1.21890 -3.11736 -2.75036
H -1.30851 -2.60385 -3.72152
H -1.02583 -4.19208 -2.92312
H -2.17367 -3.00769 -2.21016
H 0.18852 -0.00737 -3.26398
H 1.61581 -0.00555 -1.20791
C 2.52283 -0.15614 1.92067
N 1.29219 -0.08148 2.74938
C 1.52046 -0.09665 4.19131
C 0.00887 -0.00145 2.13333
S -0.00027 -0.00212 0.61162
N -1.27171 0.08128 2.75835
C -1.59750 0.09973 4.18711
C -2.50164 0.16370 1.92378
H 3.45206 -0.21412 2.51881
H 2.60056 0.74556 1.28613
H 2.49024 -1.05915 1.28391
H 1.16522 0.85177 4.63061
H 1.05205 -0.99530 4.62922
H 2.59195 -0.16262 4.46196
H -2.12599 1.03417 4.44362
H -2.24562 -0.75722 4.43949
H -0.74914 0.04067 4.87502
H -2.46426 1.06919 1.29012
H -2.58336 -0.73625 1.28698
H -3.42633 0.22373 2.53071
```

Summary:
HOMO energy   -10.056 eV
Net charge   +1
Orbital gap   0.28345 Ha
Calculated total energy   -1801.87828 a.u.



2.
The following is a DFT calculation (ωB97M-V/def2-TZVPD) of a 6-piece molecular cluster, C11H34O7 overall at a distorted geometry.

The geometry in XYZ format:
```
52
Properties=species:S:1:pos:R:3
C -8.51154 3.64073 11.58872
C -8.60018 3.28504 13.04233
O -7.63130 4.11294 13.74381
H -7.63711 3.22094 11.10492
H -8.34362 4.69744 11.36944
H -9.29999 3.37003 10.88508
H -8.32901 2.24551 13.22892
H -9.59437 3.46531 13.45136
H -8.07099 4.96207 13.75640
C -3.45566 0.58985 19.07982
C -2.77005 0.68525 20.41057
O -2.98737 -0.55180 21.11604
H -4.51054 0.34107 19.17453
H -2.94789 -0.14422 18.43265
H -3.31998 1.55452 18.59779
H -3.15677 1.50286 21.02010
H -1.69845 0.86316 20.24436
H -2.62398 -0.56465 22.00679
C -8.77826 -0.03827 15.38697
C -8.97202 0.89365 16.59741
O -7.82153 0.83293 17.41006
H -8.53963 -1.02235 15.76821
H -7.85300 0.27800 14.86384
H -9.61277 -0.14623 14.69237
H -9.82624 0.54964 17.18816
H -9.18117 1.95329 16.33805
H -7.11043 1.24385 16.91656
C -4.64211 2.86361 12.03095
C -5.00242 1.36643 12.03876
O -4.38014 0.65365 10.98065
H -3.60677 2.97875 12.34670
H -5.27352 3.41567 12.70618
H -4.79384 3.23350 11.00518
H -6.07360 1.26636 11.85882
H -4.75764 1.00979 13.02470
H -3.43812 0.86865 11.08809
C -5.05834 3.08000 16.14073
O -6.10237 2.37423 15.46751
H -5.36882 3.58034 17.07217
H -4.33271 2.33112 16.37741
H -4.60004 3.80899 15.49324
H -6.71235 2.97362 15.03931
C -6.02586 6.40519 17.73743
C -6.23147 7.89164 18.02727
O -7.43600 8.08646 18.80735
O -5.82607 5.77780 19.01125
H -5.13281 6.31648 17.10559
H -6.90733 5.99223 17.22640
H -6.35010 8.48016 17.10147
H -5.35468 8.26045 18.57143
H -7.45096 9.01127 19.09180
H -6.63524 5.84294 19.50523
```

Summary:
HOMO energy   -9.770 eV
Relative energy (zero: lowest compared OMol25 entry of this formula, charge and spin)   0.0 kJ/mol
Net charge   0
Orbital gap   0.37108 Ha
Structure (SMILES)   OCCO.CCO.CCO.CCO.CCO.CO
Calculated total energy   -966.08671 a.u.



3.
The following is a DFT calculation (ωB97M-V/def2-TZVPD) of C11H35CoN8O6 as an isolated structure at a distorted geometry.

The geometry in XYZ format:
```
61
Properties=species:S:1:pos:R:3
Co -1.74214 1.21393 1.10415
O -0.68724 0.72346 -0.37233
H 0.19192 0.36022 -0.50696
C 1.61476 -1.95332 -1.94903
C 1.75136 -2.57982 -0.58137
C 2.53297 -3.88177 -0.66952
O 2.67840 -4.38397 0.63790
C 3.49181 -5.54712 0.69927
N 2.33393 -1.64109 0.41608
H 1.18503 -0.95070 -1.94409
H 0.92668 -2.54411 -2.55479
H 2.60568 -1.89371 -2.40351
H 0.77518 -2.87054 -0.16461
H 3.52403 -3.67221 -1.09984
H 1.99394 -4.61268 -1.28208
H 3.92348 -5.55985 1.69865
H 4.29928 -5.55785 -0.03695
H 2.88711 -6.44453 0.54071
H 3.30915 -1.49073 0.11570
H 2.55575 -2.23712 1.22423
C -0.22953 -1.48676 4.15293
C -0.53585 -0.23972 3.33093
C 0.66900 0.49647 2.81366
O 0.20622 1.70202 2.20864
C 1.23931 2.44133 1.56171
N -1.54572 -0.49962 2.23558
H -1.08709 -2.16254 4.12877
H -0.17654 -1.18356 5.20080
H 0.68578 -2.02241 3.91504
H -0.98926 0.46964 4.03543
H 1.21569 -0.09857 2.06939
H 1.35629 0.70383 3.63997
H 2.01661 1.77897 1.17061
H 1.75985 3.06911 2.29646
H 0.78587 3.05764 0.79471
H -2.33522 -0.93176 2.71300
H -1.10292 -1.29418 1.76136
C -2.53971 -1.39149 -2.86570
O -3.23535 -1.96208 -3.68166
N -1.58282 -0.46111 -3.19062
N -2.56358 -1.72970 -1.51654
H -0.85904 -0.19580 -2.54626
H -1.71836 0.14932 -3.97611
H -2.33196 -1.07454 -0.79353
H -3.01886 -2.57059 -1.21403
C -0.77197 3.28097 -3.00792
O -0.62954 4.24373 -3.73804
N -1.80823 2.37708 -3.17581
N 0.07112 2.97226 -1.96891
H -2.43772 2.56315 -3.93394
H -1.92117 1.55479 -2.61023
H 0.83683 3.61159 -1.86202
H -0.10254 2.15470 -1.38304
C -2.11910 4.30368 0.21919
O -1.87655 3.12658 0.56652
N -3.12111 4.61764 -0.61193
N -1.33154 5.31246 0.65279
H -3.34099 5.56063 -0.87391
H -3.61613 3.86180 -1.04946
H -1.46907 6.25842 0.34344
H -0.59620 5.16011 1.31713
```

Summary:
HOMO energy (spin up / spin down)   -11.758 / -11.759 eV
Relative energy (zero: lowest compared OMol25 entry of this formula, charge and spin)   15.9 kJ/mol
Net charge   +1
Orbital gap (spin up / spin down)   0.31606 / 0.29030 Ha
2S+1   4
Expectation value of S²   3.757
Calculated total energy   -2712.26221 a.u.